[1]
Below is 5 unconnected molecules or ions with the total composition C10H30O5, with properties calculated with ωB97M-V/def2-TZVPD.

The geometry in XYZ format:
```
45
Properties=species:S:1:pos:R:3:lowdin_charge:R:1
C 29.849 -3.838 -17.136 -0.111
C 29.316 -4.695 -18.216 -0.343
O 29.368 -6.042 -17.758 -0.087
H 30.009 -2.848 -17.563 0.079
H 30.815 -4.222 -16.807 0.074
H 29.173 -3.910 -16.283 0.084
H 29.908 -4.621 -19.128 0.110
H 28.291 -4.362 -18.376 0.114
H 30.274 -6.358 -17.785 0.080
C 25.251 4.407 -26.602 -0.115
C 24.384 5.295 -25.790 -0.354
O 23.702 4.542 -24.812 -0.070
H 26.084 4.113 -25.963 0.085
H 25.532 5.048 -27.438 0.079
H 24.711 3.584 -27.069 0.081
H 23.622 5.645 -26.485 0.107
H 25.031 6.094 -25.426 0.117
H 23.735 3.638 -25.135 0.070
C 18.132 -0.222 -20.476 -0.075
C 18.822 -1.589 -20.070 -0.293
O 19.626 -1.847 -21.192 -0.102
H 18.734 0.418 -21.121 0.064
H 17.903 0.521 -19.712 0.059
H 17.243 -0.443 -21.067 0.064
H 18.097 -2.388 -19.914 0.105
H 19.505 -1.520 -19.223 0.100
H 19.648 -2.801 -21.292 0.078
C 25.938 -8.405 -22.575 -0.092
C 27.355 -8.984 -22.684 -0.339
O 27.682 -9.752 -21.573 -0.068
H 25.299 -9.061 -21.983 0.074
H 25.448 -8.089 -23.496 0.065
H 25.800 -7.423 -22.124 0.058
H 28.126 -8.280 -22.999 0.108
H 27.351 -9.708 -23.499 0.107
H 27.873 -9.174 -20.831 0.087
C 25.225 -1.515 -22.633 -0.123
C 24.616 -0.189 -22.755 -0.354
O 23.537 -0.304 -23.646 -0.068
H 26.270 -1.502 -22.324 0.073
H 25.213 -2.055 -23.580 0.084
H 24.773 -2.080 -21.818 0.075
H 25.372 0.488 -23.153 0.116
H 24.350 0.092 -21.736 0.113
H 22.896 -0.922 -23.288 0.084
```

## Properties
energy relative to the best compared isomer or geometry (same formula, charge and spin)	224.33	kJ/mol
HOMO-LUMO gap	10.6	eV
SMILES string	CCO.CCO.CCO.CCO.CCO
LUMO	0.017	Eh
total charge	0


[2]
Below is 2 unconnected molecules or ions with the total composition C3H11NO, with properties calculated with ωB97M-V/def2-TZVPD.

The geometry in XYZ format:
```
16
Properties=species:S:1:pos:R:3:lowdin_charge:R:1
C -0.880 -0.754 -1.143 -0.118
N -0.669 0.359 -0.254 -0.235
C -1.455 0.832 0.885 -0.116
H 0.157 -1.195 -1.477 0.109
H -1.539 -0.508 -1.987 0.076
H -1.331 -1.541 -0.570 0.071
H -0.295 1.086 -0.765 0.081
H -2.229 0.019 1.250 0.116
H -0.927 1.074 1.810 0.069
H -2.131 1.701 0.612 0.083
C 2.199 -0.007 0.134 -0.196
O 1.267 -0.646 0.986 -0.208
H 3.180 -0.489 0.554 0.114
H 2.260 1.034 0.009 0.045
H 2.136 -0.468 -0.878 0.060
H 0.257 -0.497 0.832 0.049
```

## Properties
energy relative to the best compared isomer or geometry (same formula, charge and spin)	251.89	kJ/mol
HOMO-LUMO gap	9.6	eV
SMILES string	CNC.CO
LUMO	0.033	Eh
total charge	0


[3]
Below is C4H4ClNOS in the gas phase, with properties calculated with ωB97M-V/def2-TZVPD.

The geometry in XYZ format:
```
12
Properties=species:S:1:pos:R:3:lowdin_charge:R:1
O -0.702 -1.265 -2.237 0.000
N -0.120 -0.394 -1.375 -0.211
C -0.079 0.974 -1.865 -0.120
C 0.199 1.689 -0.657 -0.104
C 0.266 0.895 0.378 -0.621
Cl 0.626 1.333 2.054 0.645
C -0.116 -0.504 -0.034 -0.763
S -0.334 -1.932 0.824 0.615
H -0.676 -2.190 -1.780 0.124
H -1.006 1.055 -2.499 0.164
H 0.719 1.206 -2.556 0.135
H 0.519 2.743 -0.685 0.137
```

## Properties
energy relative to the best compared isomer or geometry (same formula, charge and spin)	199.44	kJ/mol
HOMO-LUMO gap	8.6	eV
SMILES string	ON1CC=C(Cl)C1=S
LUMO	-0.002	Eh
total charge	0


[4]
Below is a molecular structure, C5H8NdO3, with properties calculated with ωB97M-V/def2-TZVPD.

The geometry in XYZ format:
```
17
Properties=species:S:1:pos:R:3:mulliken_spin:R:1
O -2.654 -0.591 0.381 0.000
C -3.882 -0.327 0.273 0.000
C -4.871 -0.904 1.238 0.000
H -4.285 -0.203 -0.756 0.000
H -5.826 -0.369 1.122 0.000
H -5.066 -1.960 0.988 0.000
H -4.525 -0.827 2.276 0.000
O 0.686 -0.952 0.389 -0.024
O 0.476 1.212 -0.095 -0.035
C 2.169 -0.881 0.381 -0.163
C 2.666 -2.048 -0.456 0.006
C -0.108 0.107 0.160 -0.020
H 2.445 -1.071 1.433 -0.006
H 3.762 -2.113 -0.378 -0.001
H 2.249 -3.016 -0.120 -0.011
H 2.419 -1.938 -1.522 -0.003
Nd 2.597 1.526 -0.199 3.257
```

## Properties
HOMO-LUMO gap (spin up / spin down)	4.4 / 5.0	eV
⟨S²⟩	3.90
2S+1	4
LUMO (spin up / spin down)	-0.227 / -0.208	Eh
total charge	+1


[5]
Below is a molecular structure, C4H11N2, with properties calculated with ωB97M-V/def2-TZVPD.

The geometry in XYZ format:
```
17
Properties=species:S:1:pos:R:3:mulliken_spin:R:1
C -2.535 -0.234 -0.779 0.019
C -1.179 -0.044 -0.113 -0.050
C -0.319 -1.294 0.288 0.063
N 1.944 1.164 -0.093 1.327
C 3.329 1.590 0.188 0.380
N -1.360 -2.037 1.023 -0.936
H -3.002 -1.112 -0.171 -0.003
H -3.058 0.730 -0.779 -0.004
H -2.464 -0.284 -1.953 -0.001
H -1.078 0.349 0.843 0.001
H -0.489 0.438 -0.796 -0.019
H 0.610 -0.690 0.577 -0.019
H -0.050 -1.463 -0.824 -0.074
H 3.717 0.980 1.283 0.072
H 2.277 2.201 0.384 -0.012
H 4.356 2.209 -0.904 0.226
H -0.697 -2.505 1.824 0.029
```

## Properties
energy relative to the best compared isomer or geometry (same formula, charge and spin)	1031.87	kJ/mol
HOMO-LUMO gap (spin up / spin down)	7.8 / 7.8	eV
⟨S²⟩	1.77
2S+1	2
LUMO (spin up / spin down)	-0.016 / -0.053	Eh
total charge	0


Number 1: DFT total energy -775.0751 Eh. Number 2: DFT total energy -250.8007 Eh. Number 3: DFT total energy -1143.1113 Eh. Number 4: DFT total energy -981.9628 Eh. Number 5: DFT total energy -268.0526 Eh.